(1)
Below is a cluster of 9 separate species, C15H48N8O9 in total in a non-equilibrium geometry, with properties calculated with ωB97M-V/def2-TZVPD.

Structure (XYZ):
```
80
Properties=species:S:1:pos:R:3:mulliken_charge:R:1
C -3.5125 -0.2352 1.3592 -0.01
O -4.4735 0.0948 0.3562 -0.52
H -3.7215 0.4478 2.2352 0.27
H -2.4995 0.0258 1.1112 -0.19
H -3.5295 -1.2962 1.5522 0.35
H -3.9365 0.2418 -0.4258 0.32
C -4.6115 3.1498 -0.1308 -0.63
O -4.2355 3.5548 -1.3598 -0.63
H -5.4555 2.4608 -0.0608 0.23
H -4.8895 3.9758 0.4372 0.47
H -3.7745 2.7478 0.5112 0.12
H -4.2575 4.5368 -1.3638 0.33
C -2.0885 0.5708 -2.2088 0.37
O -3.2135 -0.2422 -1.9438 -0.74
N -2.0605 1.7818 -1.7958 -0.34
N -0.9255 0.2158 -2.7308 -0.52
H -2.9805 2.2368 -1.5478 0.13
H -1.2655 2.3838 -1.9548 0.23
H -0.9105 -0.6352 -3.2368 0.30
H -0.1115 0.9398 -2.8878 0.22
C -0.0845 0.7818 0.9512 -0.02
O 0.5895 0.6358 2.0952 -0.68
N -0.0745 -0.1012 -0.0008 1.50
N -0.6935 1.8218 0.6322 0.44
H 0.2615 -0.9872 0.3822 -0.94
H -0.2315 0.0118 -0.9468 -0.07
H -0.5875 2.6378 1.2262 0.26
H -1.2895 1.9268 -0.1788 0.03
C -0.0155 4.7398 -0.1108 0.56
O 0.0065 4.4058 1.2082 -0.83
N -1.1275 5.1488 -0.6208 -0.28
N 1.0995 4.7548 -0.8088 -0.29
H -1.8775 5.2218 0.0022 0.22
H -1.2465 5.4418 -1.5338 0.15
H 1.8835 4.3488 -0.3428 0.31
H 1.3015 5.3278 -1.6738 0.22
C 1.6365 -3.3952 -2.2528 0.56
O 2.4715 -4.1112 -1.4378 -0.73
N 1.1885 -3.9842 -3.3898 -0.41
N 1.2435 -2.2192 -1.8768 0.22
H 1.6485 -4.8652 -3.7688 0.26
H 0.5685 -3.3672 -3.9528 0.19
H 1.6755 -2.0732 -0.9908 0.10
H 0.7525 -1.5562 -2.4478 -0.03
C -1.7855 -2.9802 -0.3018 -0.64
C -1.3455 -4.4122 -0.6088 0.65
C -2.1975 -5.4362 0.1762 -1.75
O -1.4935 -4.7852 -1.7888 -0.58
H -1.6435 -2.9332 0.8022 0.14
H -2.7835 -2.7692 -0.6698 0.68
H -1.2075 -2.1982 -0.8498 -0.25
H -0.2975 -4.5762 -0.4238 0.30
H -2.1625 -6.5002 -0.1258 0.38
H -3.2855 -5.2862 0.0682 0.38
H -2.0045 -5.3232 1.2022 0.38
H -0.7845 -4.6092 -2.3788 0.43
C 3.4245 1.4388 0.8792 -0.55
C 3.2295 2.8798 1.4422 0.63
C 4.1595 3.1208 2.6782 -1.65
O 3.3545 3.7948 0.6052 -0.55
H 4.3845 1.3618 0.4002 0.48
H 2.5885 1.2308 0.2152 -0.04
H 3.5535 0.6318 1.6212 -0.14
H 2.2475 3.0058 1.9592 0.12
H 5.1335 3.3668 2.3772 0.47
H 4.1035 2.2448 3.3172 0.35
H 3.7555 3.9768 3.1712 0.43
H 4.2955 3.7988 0.3892 0.39
C 3.6425 -1.8442 2.2592 -1.78
C 2.6265 -2.3032 1.2122 1.01
C 1.2645 -2.8822 1.6192 -0.48
O 2.4845 -1.4732 0.3472 -0.52
H 4.5055 -1.2702 1.8352 0.41
H 4.0965 -2.7312 2.7102 0.48
H 3.2675 -1.2572 3.0942 0.32
H 3.1805 -3.1712 0.7422 0.36
H 0.6455 -2.0652 2.2052 0.16
H 1.5495 -3.7882 2.2262 0.47
H 0.6515 -3.0892 0.7662 -0.61
H 2.1995 -0.6672 0.7472 -0.41
```

Computed properties:
Frontier orbital gap in eV: 8.44
E_HOMO in eV: -9.07
Structure (SMILES): NC(N)=O.NC(N)=O.NC(N)=O.NC(N)=O.CC(C)O.CC(C)O.CC(C)O.CO.CO
Energy in eV: -46676.2712
Energy above the lowest of the compared OMol25 structures with the same formula, charge and spin in kcal/mol: 217.19

---

(2)
Below is a cluster of 9 separate species, C15H48O9 in total in a non-equilibrium geometry, with properties calculated with ωB97M-V/def2-TZVPD.

Structure (XYZ):
```
72
Properties=species:S:1:pos:R:3:mulliken_charge:R:1
C -1.5461 1.7867 -7.1926 -1.19
C -2.7072 1.7864 -8.0589 0.60
C -2.8344 3.0266 -8.9647 -1.38
O -2.7085 0.7280 -9.0313 -0.57
H -0.6672 1.5652 -7.7980 0.33
H -1.6051 1.1056 -6.3436 0.30
H -1.4459 2.8361 -6.9158 0.31
H -3.6894 1.7029 -7.5937 0.22
H -3.6951 2.9790 -9.6318 0.40
H -1.9552 3.1421 -9.5985 0.30
H -3.0355 3.9190 -8.3720 0.36
H -3.5470 0.7360 -9.4987 0.30
C -2.7419 -2.5202 7.8760 -1.31
C -1.4240 -1.8216 8.1255 0.55
C -1.3330 -0.3463 7.6424 -1.21
O -1.0843 -2.0126 9.4846 -0.56
H -3.4445 -1.9160 8.4499 0.38
H -2.8456 -3.5697 8.1513 0.32
H -2.9373 -2.4128 6.8090 0.34
H -0.6478 -2.4360 7.6693 0.21
H -1.1689 -0.2110 6.5734 0.34
H -0.4713 0.1836 8.0484 0.34
H -2.2462 0.1922 7.8959 0.27
H -1.8721 -2.0454 10.0322 0.32
C 5.5443 5.0648 3.0466 -1.22
C 4.5745 6.2332 3.1571 0.31
C 3.5889 6.1010 4.3900 -1.12
O 5.2833 7.3941 3.2851 -0.54
H 6.0463 4.9328 4.0051 0.30
H 6.3644 5.1735 2.3368 0.34
H 5.0529 4.1053 2.8854 0.34
H 4.0865 6.3893 2.1950 0.28
H 3.1159 5.1217 4.3179 0.32
H 2.8115 6.8643 4.3574 0.31
H 4.1395 6.1158 5.3306 0.34
H 5.6995 7.3698 4.1499 0.35
C -2.2364 -7.9519 2.5893 -0.53
O -2.4438 -7.0485 1.4885 -0.48
H -2.3971 -7.5657 3.5958 0.22
H -3.0104 -8.7102 2.4707 0.23
H -1.2312 -8.3711 2.5454 0.25
H -1.7368 -7.3032 0.8912 0.31
C 0.4345 -0.7295 0.5926 -0.41
O -0.9694 -0.8445 0.6608 -0.50
H 0.8178 -1.1417 -0.3408 0.22
H 0.5458 0.3495 0.7000 0.18
H 0.8273 -1.3367 1.4082 0.23
H -1.1940 -1.7732 0.5683 0.29
C -1.7376 5.2623 -0.7047 -0.45
O -1.0217 5.9631 -1.6664 -0.49
H -2.0137 4.3354 -1.2074 0.19
H -1.1103 5.1752 0.1824 0.22
H -2.6670 5.7229 -0.3696 0.24
H -0.8763 6.8434 -1.3122 0.29
C -5.4772 -4.2334 -3.3009 -0.53
O -5.9299 -5.2031 -2.3197 -0.50
H -4.8175 -3.4653 -2.8972 0.23
H -5.0107 -4.7086 -4.1638 0.25
H -6.2843 -3.7013 -3.8044 0.24
H -5.1733 -5.4847 -1.8002 0.30
C 2.0949 -5.7132 -3.0191 -0.46
O 1.4354 -6.6152 -2.1774 -0.49
H 2.8088 -5.2521 -2.3366 0.20
H 2.7183 -6.1996 -3.7693 0.27
H 1.3503 -5.0107 -3.3936 0.18
H 1.6198 -7.5130 -2.4631 0.30
C 6.1299 1.0578 -3.1331 -0.51
O 6.6987 -0.2318 -2.8507 -0.50
H 5.6684 1.5263 -2.2638 0.24
H 6.8707 1.7098 -3.5960 0.25
H 5.3456 0.9922 -3.8871 0.22
H 7.3187 -0.0927 -2.1312 0.30
```

Computed properties:
Frontier orbital gap in eV: 10.10
E_HOMO in eV: -9.85
Structure (SMILES): CC(C)O.CC(C)O.CC(C)O.CO.CO.CO.CO.CO.CO
Energy in eV: -34755.6342
Energy above the lowest of the compared OMol25 structures with the same formula, charge and spin in kcal/mol: 146.35

---

(3)
Below is a cluster of 9 separate species, C15H48O9 in total in a non-equilibrium geometry, with properties calculated with ωB97M-V/def2-TZVPD.

Structure (XYZ):
```
72
Properties=species:S:1:pos:R:3:mulliken_charge:R:1
O -6.4997 2.9339 -0.7811 -0.64
H -6.5577 2.1512 -0.2332 0.33
H -5.8665 2.7045 -1.4612 0.31
O -0.8839 -0.8625 -5.0496 -0.63
H -0.1996 -1.0944 -5.6774 0.32
H -0.9463 -1.6225 -4.4710 0.31
O -1.4558 -0.4479 0.0764 -0.64
H -0.5203 -0.2868 -0.0463 0.32
H -1.8654 0.4078 -0.0510 0.32
O -5.6926 -0.4056 1.9538 -0.64
H -5.9429 -1.2473 1.5730 0.32
H -4.7512 -0.3402 1.7937 0.32
C 4.6580 1.9071 0.7895 -1.37
C 4.8672 0.4383 0.3902 0.50
C 4.8082 -0.5939 1.5612 -1.14
O 3.8577 0.2069 -0.5938 -0.55
H 5.2614 2.0567 1.6849 0.33
H 3.6697 2.2606 1.0836 0.33
H 4.9220 2.5151 -0.0757 0.43
H 5.7959 0.4029 -0.1793 0.23
H 5.7379 -0.8183 2.0841 0.32
H 4.3692 -1.4944 1.1317 0.33
H 4.0352 -0.1102 2.1585 0.30
H 3.9865 0.9108 -1.2337 0.29
C 1.5418 -5.8606 -3.6887 -1.07
C 2.8728 -5.4703 -4.4127 0.17
C 3.5611 -6.5490 -5.1264 -1.24
O 2.5139 -4.6524 -5.3897 -0.53
H 0.7551 -6.0878 -4.4082 0.29
H 1.2764 -4.9407 -3.1677 0.29
H 1.5746 -6.5932 -2.8824 0.35
H 3.6605 -5.1007 -3.7562 0.35
H 4.3124 -6.1195 -5.7890 0.32
H 2.8339 -7.1744 -5.6443 0.33
H 4.0890 -7.1854 -4.4162 0.36
H 1.9493 -5.2013 -5.9389 0.38
C -3.1023 6.8246 5.5336 -1.18
C -2.8054 5.7342 4.4722 0.56
C -1.5496 5.7946 3.6102 -1.29
O -2.8880 4.5078 5.1711 -0.56
H -3.0895 7.8319 5.1174 0.32
H -2.3476 6.8887 6.3174 0.30
H -4.1113 6.6231 5.8933 0.37
H -3.6674 5.5488 3.8313 0.20
H -1.5840 6.6563 2.9436 0.34
H -1.4282 4.8697 3.0464 0.31
H -0.6363 5.9142 4.1930 0.33
H -3.7581 4.5231 5.5763 0.31
C -0.7235 -4.9825 4.8356 -1.45
C -0.6164 -6.5107 5.0661 0.67
C -0.3374 -7.1437 3.7694 -1.24
O 0.4609 -6.6605 5.9151 -0.55
H -1.5004 -4.5719 4.1907 0.41
H 0.1542 -4.4695 4.4424 0.34
H -0.9738 -4.4620 5.7601 0.35
H -1.5044 -6.9310 5.5382 0.19
H -0.8674 -6.4968 3.0703 0.32
H -0.7524 -8.1476 3.8594 0.34
H 0.7429 -7.2401 3.6611 0.33
H 0.7315 -7.5755 5.8093 0.30
C 0.3703 6.0687 -4.4252 -1.26
C -0.9006 5.5280 -3.9137 0.47
C -1.9332 5.2445 -5.0690 -1.25
O -0.7893 4.3157 -3.2143 -0.53
H 0.8368 5.2416 -4.9604 0.30
H 1.0466 6.2866 -3.5987 0.30
H 0.3442 6.9101 -5.1177 0.36
H -1.4073 6.1888 -3.2104 0.25
H -2.1309 6.0642 -5.7598 0.38
H -2.8786 4.9126 -4.6400 0.30
H -1.4630 4.5340 -5.7488 0.36
H -0.6686 3.5438 -3.7722 0.34
```

Computed properties:
Frontier orbital gap in eV: 9.96
E_HOMO in eV: -9.80
Structure (SMILES): CC(C)O.CC(C)O.CC(C)O.CC(C)O.CC(C)O.O.O.O.O
Energy in eV: -34757.5746
Energy above the lowest of the compared OMol25 structures with the same formula, charge and spin in kcal/mol: 101.60